1.
{
  "formula": "C6H10O",
  "method": "ωB97M-V/def2-TZVPD",
  "symbols": ["C", "O", "C", "C", "C", "C", "C", "H", "H", "H", "H", "H", "H", "H", "H", "H", "H"],
  "positions_angstrom": [[-0.36170, -2.25480, -0.73866], [0.22918, -1.26495, 0.08281], [-0.71178, -0.33861, 0.56409], [-0.92213, 0.96841, -0.16729], [0.41125, 1.38648, -0.80476], [1.11333, 1.27218, 0.57805], [-0.22393, 0.89859, 1.19170], [0.44196, -2.89333, -1.13359], [-0.91099, -1.81572, -1.58113], [-1.03056, -2.88238, -0.13847], [-1.58100, -0.76742, 1.06773], [-1.89518, 1.39463, -0.41553], [0.39306, 2.41976, -1.15808], [0.79164, 0.73121, -1.59492], [1.50055, 2.21931, 0.95295], [1.87435, 0.49082, 0.66515], [-0.61041, 1.21209, 2.15551]],
  "lowdin_charge": [-0.094, -0.151, -0.294, -0.139, -0.126, -0.125, -0.175, 0.092, 0.092, 0.085, 0.154, 0.128, 0.105, 0.104, 0.105, 0.106, 0.133],
  "total_charge": 0,
  "smiles": "CO[C@@H]1[C@@H]2CC[C@@H]21",
  "energy_ha": -309.7740,
  "lumo_ev": 1.131,
  "homo_lumo_gap_ev": 10.4,
  "relative_energy_kcal_mol": 42.89
}



2.
{
  "formula": "C23H25N3O3",
  "method": "ωB97M-V/def2-TZVPD",
  "symbols": ["C", "C", "C", "C", "C", "C", "C", "N", "C", "O", "C", "C", "N", "C", "O", "C", "C", "C", "C", "C", "C", "C", "C", "C", "N", "C", "O", "C", "C", "H", "H", "H", "H", "H", "H", "H", "H", "H", "H", "H", "H", "H", "H", "H", "H", "H", "H", "H", "H", "H", "H", "H", "H", "H"],
  "positions_angstrom": [[6.85371, 0.41221, 1.65438], [6.42243, 0.65862, 0.20697], [6.56406, 2.13835, -0.15631], [5.00907, 0.18188, -0.02178], [4.74080, -0.82325, -0.94111], [3.45432, -1.27701, -1.16785], [2.39365, -0.72019, -0.46273], [1.06399, -1.12085, -0.62451], [0.55645, -2.07164, -1.44280], [1.18541, -2.75029, -2.22510], [-0.95956, -2.21817, -1.27967], [-1.34356, -2.69150, 0.13381], [-2.34894, -1.84465, 0.74138], [-3.67104, -2.17177, 0.86377], [-4.18556, -3.20646, 0.53382], [-4.33649, -0.97037, 1.52758], [-5.50908, -0.39574, 0.70985], [-5.06395, 0.69644, -0.22131], [-5.57487, 0.82145, -1.50405], [-5.17610, 1.87079, -2.31417], [-4.25827, 2.79770, -1.84999], [-3.72921, 2.67033, -0.57701], [-4.13515, 1.62940, 0.24147], [-3.53899, 1.37859, 1.60154], [-3.24360, -0.03905, 1.68527], [-2.10207, -0.53138, 1.13990], [-1.03749, 0.03649, 1.03796], [2.64987, 0.28978, 0.46307], [3.93911, 0.73120, 0.67679], [6.24383, 0.99136, 2.34329], [6.74860, -0.64094, 1.90580], [7.89400, 0.69956, 1.79232], [7.08551, 0.08257, -0.44824], [6.25567, 2.30564, -1.18601], [7.59901, 2.45613, -0.04811], [5.94621, 2.75586, 0.49093], [5.55560, -1.26585, -1.49667], [3.26771, -2.05748, -1.88611], [0.40502, -0.61782, -0.03127], [-1.41936, -1.24784, -1.48074], [-1.31220, -2.92393, -2.03080], [-1.76727, -3.69681, 0.10537], [-0.46822, -2.69305, 0.79006], [-4.70150, -1.29227, 2.51247], [-6.24957, 0.02132, 1.39892], [-5.98485, -1.21023, 0.16104], [-6.28759, 0.09554, -1.86692], [-5.57944, 1.96176, -3.31126], [-3.94460, 3.61333, -2.48349], [-2.99857, 3.37891, -0.21610], [-2.60762, 1.92946, 1.73863], [-4.23577, 1.63601, 2.40556], [1.82570, 0.72282, 1.01243], [4.11074, 1.51507, 1.39969]],
  "lowdin_charge": [-0.069, -0.394, -0.069, -0.227, -0.025, -0.003, -0.213, 0.129, -0.473, 0.070, -0.051, -0.087, 0.067, -0.371, 0.123, -0.148, -0.051, -0.169, -0.028, -0.078, -0.078, -0.026, -0.155, -0.060, 0.010, -0.435, 0.101, -0.011, -0.037, 0.073, 0.081, 0.075, 0.129, 0.081, 0.075, 0.073, 0.111, 0.098, 0.095, 0.126, 0.121, 0.131, 0.138, 0.168, 0.131, 0.125, 0.114, 0.104, 0.104, 0.115, 0.131, 0.140, 0.109, 0.110],
  "total_charge": 0,
  "smiles": "CC(C)c1ccc(NC(=O)CCN2C(=O)[C@@H]3Cc4ccccc4CN3C2=O)cc1",
  "energy_ha": -1281.5397,
  "lumo_ev": 0.483,
  "homo_lumo_gap_ev": 8.5,
  "relative_energy_kcal_mol": 0.00
}



3.
{
  "formula": "C5H5NO2",
  "method": "ωB97M-V/def2-TZVPD",
  "symbols": ["O", "C", "N", "C", "C", "C", "O", "C", "H", "H", "H", "H", "H"],
  "positions_angstrom": [[1.40660, 0.88499, -3.25034], [1.54411, 0.44613, -1.86975], [0.68991, 0.77553, -0.79405], [-0.18133, 0.19526, 0.14700], [0.11103, -1.05348, 0.91669], [-0.94297, -1.10120, 1.84375], [-1.89637, -0.18610, 1.61278], [-1.45244, 0.80251, 0.61759], [2.41308, -0.41120, -1.50482], [0.01436, 1.27000, -1.45607], [1.12199, -1.60595, 0.67358], [-1.30238, -2.11647, 2.33940], [-1.52558, 2.09997, 0.72423]],
  "lowdin_charge": [-0.166, -0.155, 0.028, -0.266, -0.013, -0.165, -0.092, -0.002, 0.172, 0.153, 0.139, 0.165, 0.203],
  "total_charge": 0,
  "smiles": "O=CNc1ccoc1",
  "energy_ha": -398.5417,
  "lumo_ev": -0.178,
  "homo_lumo_gap_ev": 8.9,
  "relative_energy_kcal_mol": 148.60
}



4.
{
  "formula": "C3H10NS",
  "method": "ωB97M-V/def2-TZVPD",
  "symbols": ["C", "C", "C", "N", "S", "H", "H", "H", "H", "H", "H", "H", "H", "H", "H"],
  "positions_angstrom": [[0.15464, 1.93109, -0.62603], [0.49819, -1.84968, -0.71272], [0.64786, 0.56680, -0.53730], [0.08560, -0.49615, -0.88745], [-0.85543, -0.23838, 2.30084], [-0.66617, 1.93151, -1.37311], [-0.15305, 2.14735, 0.40009], [0.92076, 2.66651, -0.91884], [1.21350, -2.10960, 0.12832], [-0.28379, -2.53308, -0.66808], [1.06723, -2.27769, -1.61856], [1.48703, 0.43151, 0.12529], [-2.14610, -0.00412, 1.89571], [-0.92642, -0.36648, -1.09554], [-1.04384, 0.20043, 3.58737]],
  "lowdin_charge": [-0.081, -0.101, -0.364, -0.106, 0.991, 0.097, 0.055, 0.096, 0.107, 0.055, 0.122, 0.105, -0.064, 0.160, -0.074],
  "total_charge": 1,
  "energy_ha": -572.7571,
  "lumo_ev": [-4.502, -9.886],
  "s_squared": 2.006,
  "homo_lumo_gap_ev": [4.3, 4.5],
  "relative_energy_kcal_mol": 35.35,
  "spin_multiplicity": 3
}



Please write out number 3 again, unchanged.
{
  "formula": "C5H5NO2",
  "method": "ωB97M-V/def2-TZVPD",
  "symbols": ["O", "C", "N", "C", "C", "C", "O", "C", "H", "H", "H", "H", "H"],
  "positions_angstrom": [[1.40660, 0.88499, -3.25034], [1.54411, 0.44613, -1.86975], [0.68991, 0.77553, -0.79405], [-0.18133, 0.19526, 0.14700], [0.11103, -1.05348, 0.91669], [-0.94297, -1.10120, 1.84375], [-1.89637, -0.18610, 1.61278], [-1.45244, 0.80251, 0.61759], [2.41308, -0.41120, -1.50482], [0.01436, 1.27000, -1.45607], [1.12199, -1.60595, 0.67358], [-1.30238, -2.11647, 2.33940], [-1.52558, 2.09997, 0.72423]],
  "lowdin_charge": [-0.166, -0.155, 0.028, -0.266, -0.013, -0.165, -0.092, -0.002, 0.172, 0.153, 0.139, 0.165, 0.203],
  "total_charge": 0,
  "smiles": "O=CNc1ccoc1",
  "energy_ha": -398.5417,
  "lumo_ev": -0.178,
  "homo_lumo_gap_ev": 8.9,
  "relative_energy_kcal_mol": 148.60
}